Formula: C54H45BiBrGeI2N2O2Te
Source: the OMol25 dataset
Level of theory: ωB97M-V with the def2-TZVPD basis set

Geometry as XYZ:
```
109
Properties=species:S:1:pos:R:3:forces:R:3:mulliken_charge:R:1
C 3.7663 -0.5365 4.7577 0.02 -0.03 -0.05 -0.80
H -3.8724 -0.3362 -6.1561 0.02 -0.02 0.02 0.42
I 4.0473 -3.2749 -4.7826 -0.03 0.02 -0.03 -0.84
H 4.3487 -5.9961 0.2481 0.00 0.03 0.00 0.40
H 1.5915 2.0303 4.5229 0.18 -0.21 -0.10 0.24
C 4.9191 -4.0814 -0.5439 0.08 -0.14 0.06 -0.19
H 1.3842 4.7866 -1.3458 -0.04 -0.05 0.04 0.46
H -3.1220 3.6721 2.3143 0.05 -0.02 -0.05 0.34
H 0.1551 6.2408 3.3350 -0.03 -0.04 0.02 0.40
C -3.5215 2.7144 -0.9962 -0.19 -0.05 -0.02 0.07
C -2.1070 -6.0130 -0.8408 -0.03 -0.04 0.02 -0.65
C -0.7706 -0.7892 3.3045 -0.09 0.31 -0.12 -0.44
C -1.5400 5.0642 2.7334 0.00 -0.08 0.01 -0.43
C 0.0215 3.1010 -0.9143 0.34 0.11 -0.14 0.96
C -3.0047 -0.5156 -5.5312 0.04 0.10 0.18 -0.80
H -3.9230 0.3427 -3.7998 0.01 -0.05 0.00 0.39
H -1.9312 -4.3747 -5.0105 0.00 -0.02 0.05 0.24
H -0.8440 3.7588 -0.8418 -0.01 0.14 -0.06 0.30
N -0.4655 0.1561 2.2191 -0.80 -0.21 0.67 0.43
Ge -1.9282 0.2442 -1.5151 0.33 0.32 -0.54 0.30
C -0.7750 -0.9138 -3.9367 -0.08 -0.05 0.02 0.09
C -4.7145 3.4000 -0.7790 0.06 -0.13 -0.01 -0.81
H 4.2932 0.8885 6.9297 -0.01 -0.02 -0.02 0.37
H 5.4038 -2.0612 -1.0657 0.02 -0.06 0.06 0.53
H 2.9749 4.3701 0.4392 -0.01 -0.05 0.03 0.46
H -0.5241 2.6502 5.5751 -0.02 0.04 -0.03 0.63
H 1.8325 1.3781 -1.9932 -0.08 0.06 -0.12 0.55
C 1.7644 0.4126 3.1394 -0.02 0.24 -0.11 -1.28
H -0.5322 0.5752 4.9650 -0.12 -0.09 0.00 -0.05
H 4.0369 2.3997 6.0645 -0.01 -0.02 -0.04 0.33
H -1.8328 5.7467 1.9403 0.03 -0.08 0.08 0.38
C -1.4832 -4.8791 -0.3504 -0.12 -0.12 -0.04 0.09
C 3.5723 1.4473 6.3326 -0.03 -0.09 -0.09 -1.73
C 0.8295 1.8321 1.1943 -0.38 -0.68 0.00 -0.37
C 3.1599 0.6611 5.1084 -0.01 -0.04 -0.08 0.55
C -1.6073 -5.2061 -3.0483 0.04 0.12 -0.21 0.09
H -1.6500 -0.7545 5.2972 0.12 -0.03 -0.07 0.60
C -0.8043 3.3114 4.7626 -0.04 0.17 -0.14 -0.38
C -0.7413 -1.2917 -5.2755 -0.14 -0.05 0.03 -0.36
Bi 0.4493 -1.4140 0.1146 -0.06 0.01 0.10 1.28
H 0.1739 -1.7157 -5.6837 -0.11 0.02 0.05 0.44
C 3.4393 -1.2493 3.5984 0.24 -0.13 0.16 0.99
H -0.5347 -3.3519 -3.0233 0.04 0.10 -0.04 0.43
H -2.6453 -7.0395 -2.6437 0.02 0.07 0.04 0.38
C 0.3181 1.7490 -5.0043 -0.03 0.31 0.05 -0.10
C -5.9274 2.7276 -0.8505 0.06 -0.01 0.00 -0.63
C 5.0885 -2.7300 -0.2730 0.11 -0.03 0.17 -1.01
C 1.8943 2.6233 1.2557 0.52 0.65 -0.16 -0.31
H -2.5234 -6.7481 -0.1656 0.03 0.03 -0.04 0.41
H -1.5509 3.7912 -3.0456 0.03 -0.04 -0.02 0.37
O 4.4632 -3.2359 4.3422 -0.04 -0.08 0.16 -0.64
C -5.9436 1.3680 -1.1366 0.10 -0.02 -0.01 -0.59
C -1.6000 -5.3093 -4.5536 0.02 -0.03 0.12 -1.20
H 3.8981 -5.1083 2.5307 0.01 0.01 -0.02 0.42
H -0.5903 -5.5065 -4.9226 -0.04 0.01 0.05 0.32
H 0.1305 -1.0229 -3.3485 -0.17 -0.09 -0.03 -0.38
H -6.8559 3.2594 -0.6819 0.01 -0.01 0.00 0.38
C 4.2222 -4.4509 1.7329 0.01 -0.02 -0.05 -0.46
H -1.1755 2.0811 0.5798 -0.07 0.05 0.07 0.51
C -3.5155 1.3489 -1.2923 -0.32 0.18 0.22 0.08
C -0.0667 4.4712 4.5365 -0.12 -0.10 -0.02 -0.40
H -1.5151 -1.4977 2.9365 -0.03 0.05 -0.07 0.36
H 0.7890 4.6926 5.1645 -0.02 -0.01 -0.02 0.39
C -3.0347 -0.1393 -4.1901 0.13 -0.14 -0.15 -0.97
H 2.7165 1.6753 6.9729 -0.01 -0.02 -0.02 0.34
C 2.4415 -0.7655 2.7338 0.01 0.06 -0.07 0.31
C -0.7639 3.0959 -3.3243 0.00 -0.04 0.01 0.21
C -4.7495 0.6877 -1.3476 -0.05 0.21 0.06 -0.42
H -2.2522 -6.1138 -4.8959 0.01 0.03 0.02 0.37
C 2.1025 3.7387 0.3212 0.10 -0.34 0.40 -1.36
H -6.8867 0.8359 -1.1909 0.04 0.01 0.01 0.40
H 0.3815 1.3844 -6.0217 0.00 0.01 0.02 0.49
C 4.3596 -3.0921 1.9942 0.04 0.09 0.18 0.59
C 1.1261 1.7424 -2.7370 0.21 0.10 -0.09 0.69
Te -3.0003 1.2333 4.1965 -0.01 -0.08 0.03 0.25
H -4.7835 -0.3765 -1.5564 0.01 -0.02 0.00 0.41
H 4.8817 -1.1741 1.1915 -0.02 -0.05 -0.01 0.31
C -1.0136 -4.1161 -2.4268 0.15 0.10 0.08 -0.19
H -1.3772 3.0088 -5.3857 0.03 -0.01 0.02 0.37
C -1.9203 -0.3482 -3.3688 -0.10 -0.49 -0.10 0.91
C -0.6676 2.6541 -4.6468 0.15 -0.11 -0.06 -1.11
H -1.8505 -1.4018 -7.1157 0.01 0.04 0.05 0.39
H 0.1080 -1.3618 3.6110 0.08 -0.05 0.05 0.24
C -1.8958 3.0053 3.9508 0.12 0.16 -0.12 -0.14
C 4.1073 -2.5825 3.3814 0.02 0.18 -0.23 -0.31
I 2.2983 -1.9062 -1.8680 -0.04 -0.08 -0.36 -0.52
C -1.8658 -1.1026 -6.0730 0.13 -0.03 0.11 -0.69
C -0.3097 0.6210 -0.7430 -0.30 -0.65 1.08 -0.42
C 2.1350 1.1140 4.2719 -0.14 0.07 0.11 0.72
H -2.5907 3.2611 -0.9485 -0.08 -0.01 0.01 0.22
C 1.2223 1.2947 -4.0422 0.07 0.15 0.01 -1.34
N -0.9589 -3.9406 -1.1037 0.02 0.01 -0.10 0.30
C -2.2678 3.8959 2.9436 0.14 0.08 0.04 -0.31
O 2.1392 -1.3989 1.6260 -0.42 0.31 -0.09 -0.76
C -0.4277 5.3459 3.5183 -0.05 -0.08 0.00 -0.62
H 2.6272 2.4586 2.0362 -0.01 0.06 -0.01 0.59
H 1.9895 0.5732 -4.3049 -0.03 0.04 0.00 0.50
H 5.1055 -4.4495 -1.5464 -0.04 0.02 0.01 0.42
C 4.7934 -2.2368 0.9892 0.11 0.07 -0.12 0.05
C -1.3160 -0.0517 4.5322 0.15 -0.10 -0.10 -0.97
C 0.1183 2.6348 -2.3623 0.11 0.45 -0.12 -0.94
C 4.4844 -4.9419 0.4597 0.04 0.13 0.01 -0.68
H -4.6944 4.4603 -0.5535 0.01 -0.02 -0.01 0.43
C 0.6362 0.7971 2.2443 0.38 0.31 -0.36 0.23
C -2.1681 -6.1618 -2.2170 -0.09 -0.21 -0.01 -0.44
C 1.2299 3.9692 -0.6467 -0.24 -0.07 -0.23 -1.00
C -0.2129 1.9114 0.0883 0.11 -0.28 0.09 0.69
Br -1.3608 -4.6693 1.5372 0.02 0.11 0.05 -0.16
H 4.5365 -0.9601 5.3939 -0.02 0.00 -0.01 0.38
```
Forces are in eV/Å.

Output
Total charge: -1
E_tot (eV): -219696.573
HOMO level (spin up / spin down) (eV): -3.94 / -3.94
Energy above the lowest of the compared OMol25 structures with the same formula, charge and spin (kcal per mole): 0.0